Record 1
{"formula": "C2H5ClNOP", "method": "ωB97M-V/def2-TZVPD", "e_lumo_ev": [0.74, -2.61], "orbital_gap_ev": [7.233, 7.384], "s_squared": 2.014, "multiplicity": 3, "total_energy_ev": -27500.428, "relative_energy_kj_mol": 0.0, "species": ["C", "C", "N", "O", "P", "Cl", "H", "H", "H", "H", "H"], "xyz": [[-0.530, -1.200, -0.588], [0.469, -0.457, -0.015], [2.243, 1.366, 0.470], [-1.334, -0.763, -1.339], [1.200, 0.900, -0.768], [-3.888, 0.268, 0.252], [-0.437, -2.222, -0.195], [-3.393, -0.393, -0.640], [0.756, -0.742, 0.994], [2.077, 1.083, 1.437], [2.838, 2.161, 0.392]], "forces_ev_per_angstrom": [[1.619, -2.344, 2.412], [0.856, -0.398, 2.705], [-0.484, -0.897, 1.139], [-2.707, 0.964, -2.977], [1.174, 3.071, -2.238], [-1.159, 1.395, 1.944], [-1.069, -0.699, -0.302], [1.155, -1.354, -1.916], [0.246, -0.294, -0.107], [0.183, 0.153, -0.439], [0.185, 0.403, -0.220]]}

=====

Record 2
{"formula": "C5H11NO", "method": "ωB97M-V/def2-TZVPD", "e_lumo_ev": 0.17, "orbital_gap_ev": 8.633, "total_energy_ev": -8897.505, "relative_energy_kj_mol": 404.5, "smiles": "C=N/C=C/CC.O", "species": ["C", "N", "C", "C", "C", "C", "H", "H", "H", "H", "H", "H", "H", "H", "H", "O", "H", "H"], "xyz": [[1.379, -0.338, 2.344], [1.580, -0.215, 1.083], [0.441, 0.143, 0.262], [-0.521, 1.031, 0.543], [-1.905, 1.002, -0.033], [-2.077, 0.687, -1.499], [1.445, -1.278, 2.919], [0.915, 0.548, 2.836], [0.289, -0.599, -0.545], [-0.370, 1.695, 1.380], [-2.448, 0.254, 0.558], [-2.415, 2.007, -0.038], [-1.646, 1.430, -2.183], [-3.126, 0.588, -1.834], [-1.518, -0.216, -1.784], [1.200, -1.758, -1.906], [1.770, -1.122, -1.444], [1.759, -2.546, -1.861]], "forces_ev_per_angstrom": [[-0.756, 1.804, -0.853], [-0.758, -2.890, 0.277], [-0.654, 1.305, 0.038], [0.740, -0.398, -0.200], [-0.918, 1.379, -0.761], [0.761, -1.030, -1.563], [1.551, 0.612, -0.114], [-0.591, -0.972, 0.305], [0.180, 0.676, 0.693], [-0.024, 0.211, 0.180], [-0.336, 0.439, 0.001], [0.513, -0.852, 1.215], [0.008, 0.273, 0.496], [0.408, -0.134, 0.528], [-0.447, -0.136, 0.036], [0.858, -0.194, 0.053], [-0.199, 0.010, -0.145], [-0.334, -0.103, -0.187]]}

=====

Record 3
{"formula": "C2H2FO3P", "method": "ωB97M-V/def2-TZVPD", "e_lumo_ev": [6.75, 7.11], "orbital_gap_ev": [5.237, 7.492], "charge": -2, "total_energy_ev": -20249.629, "relative_energy_kj_mol": 566.4, "species": ["C", "C", "O", "O", "O", "F", "P", "H", "H"], "xyz": [[-2.817, 0.157, 0.600], [0.155, -0.463, -0.217], [2.830, -0.303, 0.995], [1.347, -1.096, -1.122], [2.252, 1.395, -0.729], [-3.746, 0.697, -0.325], [1.825, 0.142, -0.061], [-1.871, 0.772, 0.363], [0.025, -1.302, 0.495]], "forces_ev_per_angstrom": [[1.136, 0.389, -0.288], [1.881, -1.470, 0.482], [-1.439, -0.375, -0.213], [-0.598, 1.600, 1.260], [-0.468, 0.937, -0.676], [-0.038, 0.034, -0.110], [1.222, -1.266, -0.601], [-0.935, -0.377, 0.371], [-0.761, 0.528, -0.226]]}

=====

Record 4
{"formula": "C2H3ClO2S", "method": "ωB97M-V/def2-TZVPD", "e_lumo_ev": 0.03, "orbital_gap_ev": 11.444, "total_energy_ev": -29573.503, "relative_energy_kj_mol": 116.9, "smiles": "C=CS(=O)(=O)Cl", "species": ["C", "C", "S", "O", "O", "Cl", "H", "H", "H"], "xyz": [[1.419, 0.156, 0.392], [0.538, 0.144, -0.559], [-1.098, -0.382, -0.010], [-1.028, -0.785, 1.360], [-1.774, -1.082, -1.005], [-2.017, 1.459, -0.004], [2.456, 0.477, 0.137], [1.103, -0.469, 1.293], [0.402, 0.482, -1.605]], "forces_ev_per_angstrom": [[1.863, -1.376, 0.629], [-3.011, 0.152, -1.211], [1.359, 1.856, 1.689], [-0.226, -0.334, -0.282], [-1.024, -1.678, -1.664], [0.036, 0.107, 0.075], [-0.875, -0.265, 0.776], [0.972, 1.541, -0.814], [0.905, -0.002, 0.802]]}

=====

Record 5
{"formula": "C28H75N3O17", "method": "ωB97M-V/def2-TZVPD", "e_lumo_ev": -0.93, "orbital_gap_ev": 6.882, "total_energy_ev": -69513.502, "species": ["C", "C", "C", "O", "C", "C", "C", "C", "C", "C", "N", "C", "N", "C", "C", "C", "O", "O", "N", "C", "H", "H", "H", "H", "H", "H", "H", "H", "H", "H", "H", "H", "H", "H", "H", "H", "H", "H", "H", "C", "O", "H", "H", "H", "H", "C", "O", "H", "H", "H", "H", "C", "O", "H", "H", "H", "H", "C", "O", "H", "H", "H", "H", "C", "O", "H", "H", "H", "H", "C", "O", "H", "H", "H", "H", "C", "O", "H", "H", "H", "H", "C", "O", "H", "H", "H", "H", "C", "O", "H", "H", "H", "H", "C", "O", "H", "H", "H", "H", "C", "O", "H", "H", "H", "H", "C", "O", "H", "H", "H", "H", "C", "O", "H", "H", "H", "H", "C", "O", "H", "H", "H", "H"], "xyz": [[-3.854, 4.115, 3.685], [-2.718, 3.686, 2.631], [-2.094, 2.211, 2.924], [-0.812, 2.116, 2.250], [-0.028, 0.997, 2.724], [0.199, -0.155, 1.580], [-0.832, -1.365, 1.561], [-0.692, -2.544, 0.502], [-1.706, -3.797, 0.487], [0.495, -2.409, -0.495], [0.702, -3.459, -1.533], [1.522, -1.207, -0.481], [2.559, -1.215, -1.498], [3.464, -0.095, -1.403], [3.308, 0.995, -0.308], [4.422, 2.175, -0.288], [5.308, 2.140, -1.436], [6.473, 1.525, -1.055], [2.284, 1.081, 0.694], [1.408, -0.063, 0.554], [-3.719, 5.236, 3.913], [-3.791, 3.557, 4.686], [-4.926, 4.007, 3.287], [-3.193, 3.739, 1.587], [-1.892, 4.482, 2.688], [-2.816, 1.473, 2.396], [-2.065, 1.980, 4.042], [1.013, 1.417, 3.007], [-0.494, 0.501, 3.652], [-1.673, -1.378, 2.334], [-1.266, -4.610, 1.184], [-2.735, -3.543, 0.921], [-1.811, -4.284, -0.539], [0.940, -2.993, -2.436], [-0.178, -3.956, -1.731], [4.312, -0.045, -2.177], [5.067, 2.129, 0.663], [3.894, 3.206, -0.316], [6.335, 0.541, -1.077], [3.734, 0.992, -5.644], [3.219, 1.560, -4.447], [2.903, 0.700, -6.283], [4.350, 1.730, -6.166], [4.332, 0.109, -5.404], [3.976, 1.809, -3.901], [-3.454, -1.176, -1.732], [-3.630, -2.584, -1.762], [-3.890, -0.783, -0.813], [-2.387, -0.940, -1.757], [-3.958, -0.726, -2.592], [-3.235, -2.902, -2.585], [-0.788, -0.965, 6.258], [-1.769, -1.050, 5.234], [-0.284, -0.001, 6.181], [-1.264, -1.046, 7.238], [-0.057, -1.767, 6.131], [-2.196, -1.912, 5.326], [-4.103, 7.805, 1.768], [-4.287, 6.395, 1.757], [-4.532, 8.210, 2.686], [-3.039, 8.036, 1.736], [-4.608, 8.248, 0.906], [-3.899, 6.064, 0.937], [4.668, -3.564, 1.379], [4.429, -2.189, 1.645], [5.385, -3.945, 2.108], [3.733, -4.122, 1.465], [5.080, -3.676, 0.373], [3.795, -1.871, 0.989], [-0.054, -7.492, -1.747], [0.317, -6.573, -2.764], [-0.268, -8.458, -2.206], [0.766, -7.604, -1.034], [-0.949, -7.131, -1.233], [0.501, -5.728, -2.331], [7.537, -2.244, 4.008], [7.911, -2.177, 2.642], [8.404, -2.004, 4.624], [6.742, -1.521, 4.206], [7.192, -3.254, 4.245], [7.125, -2.393, 2.121], [-1.706, 11.286, 1.592], [-1.887, 9.878, 1.580], [-2.136, 11.688, 2.510], [-0.639, 11.521, 1.560], [-2.211, 11.730, 0.731], [-1.498, 9.548, 0.759], [-3.684, -1.069, -5.789], [-3.723, -2.382, -5.250], [-2.678, -0.867, -6.158], [-4.395, -0.991, -6.616], [-3.935, -0.344, -5.010], [-4.623, -2.531, -4.932], [4.138, -1.673, -8.480], [3.361, -1.315, -7.347], [4.531, -0.765, -8.938], [4.970, -2.311, -8.170], [3.513, -2.202, -9.204], [3.025, -2.135, -6.961], [4.713, -7.336, 0.744], [3.791, -6.520, 0.037], [4.434, -7.349, 1.798], [4.683, -8.354, 0.350], [5.721, -6.926, 0.643], [4.061, -6.525, -0.891], [-5.029, -3.962, 2.550], [-4.117, -4.132, 3.626], [-4.650, -3.185, 1.886], [-5.120, -4.899, 1.995], [-6.004, -3.661, 2.939], [-4.475, -4.824, 4.197], [-6.496, 4.207, 0.102], [-7.007, 4.793, 1.287], [-7.331, 3.916, -0.536], [-5.872, 4.931, -0.429], [-5.907, 3.320, 0.353], [-6.246, 5.042, 1.833], [-0.414, 2.866, -0.906], [-1.327, 3.697, -1.613], [-0.689, 2.859, 0.149], [-0.463, 1.847, -1.300], [0.600, 3.261, -1.013], [-1.062, 3.686, -2.542]], "forces_ev_per_angstrom": [[-0.062, 0.587, 0.357], [-0.057, -0.016, 0.539], [-1.624, 0.719, -1.390], [-0.397, -0.854, 1.547], [1.328, -0.982, -0.546], [-1.494, -2.502, -0.682], [3.691, 1.120, -2.359], [2.500, 2.705, -0.478], [1.058, 0.051, 0.787], [-1.668, 0.528, 1.659], [-0.686, 2.039, 0.304], [-0.087, 0.118, 0.024], [0.524, 3.968, 3.070], [-2.801, -1.156, 1.780], [-0.597, -0.366, 0.268], [-1.048, 0.287, 0.620], [-2.319, 0.292, 0.515], [1.875, -1.673, 0.487], [1.604, -4.086, -4.742], [-2.137, -0.810, 1.274], [-0.296, -1.832, -0.330], [0.012, 0.646, -1.506], [1.662, -0.063, 0.535], [0.986, -0.260, 1.408], [-1.039, -1.367, -0.172], [1.026, 0.826, 1.129], [0.249, 0.384, -1.472], [-1.659, -0.766, -0.491], [0.563, 0.689, -1.513], [1.393, 0.030, -1.212], [-0.601, 1.264, -1.064], [1.643, -0.130, -0.902], [0.003, 0.941, 1.349], [0.160, -0.399, 1.063], [0.355, 0.530, 0.521], [-1.626, -0.040, 1.391], [-1.077, -0.041, -1.415], [0.725, -1.784, 0.001], [-0.217, 1.088, -0.127], [0.094, 0.205, 0.262], [0.049, 0.168, 0.319], [0.110, 0.055, 0.208], [0.061, -0.122, -0.177], [-0.018, -0.037, -0.266], [-0.250, 0.040, -0.047], [0.154, -0.104, -0.231], [-0.026, -0.295, -0.085], [0.035, -0.125, -0.059], [-0.043, 0.260, 0.054], [0.048, 0.230, 0.077], [-0.163, 0.083, 0.123], [-0.085, -0.227, -0.022], [-0.174, -0.076, -0.099], [-0.088, -0.075, -0.051], [0.177, 0.055, 0.094], [0.150, 0.099, 0.176], [-0.002, 0.229, -0.186], [0.164, -0.148, -0.258], [-0.179, -0.340, -0.190], [0.029, -0.127, -0.071], [-0.215, 0.139, 0.097], [0.026, 0.224, 0.084], [-0.053, 0.016, 0.241], [-0.361, 0.142, -0.213], [0.176, 0.310, 0.092], [-0.058, 0.098, 0.013], [0.183, -0.236, -0.097], [-0.005, -0.281, 0.016], [0.075, -0.047, 0.157], [0.118, 0.242, 0.094], [-0.031, 0.258, -0.118], [0.024, 0.145, -0.046], [-0.116, -0.139, 0.125], [-0.032, -0.208, 0.143], [0.214, -0.297, -0.115], [-0.223, 0.000, -0.219], [-0.009, -0.088, -0.299], [-0.030, -0.027, -0.146], [-0.015, -0.076, 0.235], [-0.036, 0.047, 0.265], [0.220, 0.199, 0.126], [0.129, -0.093, -0.205], [0.131, 0.013, -0.105], [0.022, -0.144, -0.075], [-0.050, 0.234, 0.033], [0.046, 0.214, 0.079], [-0.098, 0.020, 0.229], [-0.228, -0.022, 0.073], [-0.042, -0.233, 0.254], [-0.084, -0.120, 0.076], [0.081, 0.219, -0.043], [0.049, 0.200, -0.163], [0.238, -0.057, -0.077], [-0.126, -0.227, 0.115], [-0.102, -0.262, -0.030], [-0.090, -0.041, 0.120], [0.092, 0.005, -0.221], [0.187, 0.000, -0.165], [0.032, 0.259, -0.035], [0.024, 0.034, -0.273], [-0.090, 0.066, -0.144], [-0.046, 0.060, -0.130], [0.157, -0.079, 0.178], [0.101, -0.163, 0.155], [-0.179, 0.074, 0.206], [-0.106, -0.195, 0.196], [0.154, -0.039, 0.221], [-0.013, -0.058, 0.132], [-0.133, 0.119, -0.180], [-0.076, 0.038, -0.232], [0.165, 0.187, -0.109], [0.125, 0.158, 0.366], [-0.022, -0.051, 0.166], [0.034, 0.057, 0.108], [0.050, -0.136, -0.206], [0.064, -0.076, -0.248], [-0.179, 0.176, -0.193], [0.024, 0.043, -0.097], [-0.170, 0.177, -0.273], [0.016, 0.016, -0.222], [0.171, -0.106, 0.151], [0.104, -0.174, 0.111], [-0.126, 0.053, 0.232]]}

=====

Record 6
{"formula": "C6H9OPS", "method": "ωB97M-V/def2-TZVPD", "e_lumo_ev": [0.26, 0.25], "orbital_gap_ev": [8.707, 8.709], "total_energy_ev": -28536.756, "relative_energy_kj_mol": 189.8, "species": ["C", "C", "C", "C", "C", "C", "O", "P", "S", "H", "H", "H", "H", "H", "H", "H", "H", "H"], "xyz": [[-0.241, -0.189, 1.553], [-0.437, -0.997, 2.599], [-0.664, -2.287, 0.577], [-0.190, -0.970, 0.384], [2.134, 1.341, -0.888], [-1.283, 1.142, -1.231], [0.101, -0.937, -2.402], [-0.008, -0.103, -1.218], [-0.788, -2.606, 2.217], [-0.050, 0.884, 1.510], [-0.070, -0.870, 3.645], [-0.801, -2.920, -0.223], [2.863, 1.250, -0.138], [2.363, 0.744, -1.695], [1.906, 2.394, -1.063], [-1.333, 1.548, -0.092], [-1.214, 1.895, -1.957], [-2.287, 0.682, -1.579]], "forces_ev_per_angstrom": [[0.969, 0.292, -0.968], [0.804, -0.243, 3.485], [1.867, 3.179, 0.067], [-2.106, -0.538, -1.428], [-3.261, -0.131, 0.022], [-2.427, -0.594, 2.667], [0.281, -0.818, -1.250], [2.072, 1.630, 2.508], [-0.220, -0.418, -0.051], [0.286, -0.413, 0.563], [-1.056, 0.439, -0.821], [-0.408, -1.667, -1.279], [0.346, -0.582, 1.482], [0.942, -0.611, -2.136], [-0.257, -0.379, -0.324], [-0.198, -0.692, -2.989], [0.948, 1.355, -0.704], [1.417, 0.192, 1.155]]}

=====

Record 7
{"formula": "C3H9N4O", "method": "ωB97M-V/def2-TZVPD", "e_lumo_ev": -5.54, "orbital_gap_ev": 7.911, "charge": 1, "total_energy_ev": -11255.269, "relative_energy_kj_mol": 326.7, "smiles": "[H]/N=[NH+]\\CC/N=C(\\N)O", "species": ["H", "N", "N", "C", "C", "N", "C", "N", "O", "H", "H", "H", "H", "H", "H", "H", "H"], "xyz": [[-1.601, -1.864, -0.936], [-1.761, -1.744, 0.128], [-2.070, -0.612, 0.520], [-1.890, 0.513, -0.364], [-0.288, 0.897, -0.209], [0.537, -0.186, -0.587], [1.743, -0.346, -0.148], [2.456, 0.613, 0.570], [2.436, -1.476, -0.212], [-2.255, -0.364, 1.481], [-2.335, 1.488, -0.221], [-1.940, 0.307, -1.463], [-0.434, 1.813, -0.943], [-0.322, 1.351, 0.861], [2.505, 1.589, 0.503], [3.263, 0.348, 1.088], [1.955, -2.326, -0.069]], "forces_ev_per_angstrom": [[-0.290, 1.096, 1.891], [-0.027, -0.637, 0.386], [0.142, 0.554, -3.795], [2.418, 0.593, -1.696], [-2.104, 2.221, 0.004], [-0.261, -0.203, 0.287], [-0.109, 1.931, 1.759], [-0.213, -1.832, -0.229], [-0.020, -0.886, 0.100], [0.043, -0.809, 0.809], [-0.932, -0.435, 0.958], [-0.519, -0.713, 1.175], [1.353, -1.599, 1.227], [1.148, -0.863, -1.496], [-1.093, 1.417, -0.914], [0.489, -1.037, 0.018], [-0.027, 1.204, -0.485]]}

=====

Record 8
{"formula": "FH3N2", "method": "ωB97M-V/def2-TZVPD", "e_lumo_ev": 1.11, "orbital_gap_ev": 11.698, "total_energy_ev": -5743.369, "relative_energy_kj_mol": 21.4, "species": ["N", "N", "F", "H", "H", "H"], "xyz": [[-0.154, -0.579, -0.380], [-0.443, 0.289, 0.515], [0.516, 1.511, 0.124], [-0.782, -0.496, -1.175], [0.697, -0.957, -0.505], [0.167, 0.232, 1.421]], "forces_ev_per_angstrom": [[-4.567, -0.080, -0.580], [2.245, 1.872, 2.879], [-0.276, 0.556, 0.077], [0.499, -0.341, 0.125], [3.707, -1.312, -0.418], [-1.608, -0.695, -2.083]]}